Entry 1:
Entry from the OMol25 dataset: an isolated molecule of C6H6 (ωB97M-V/def2-TZVPD).

Properties
Molar mass (g mol⁻¹): 78.1
E_LUMO (eV): 1.0
Gap between HOMO and LUMO (eV): 10.9
Structure (SMILES): C#CC(C)C#C
Calculated total energy (eV): -6315.233
Relative energy (zero: lowest compared OMol25 entry of this formula, charge and spin) (kJ/mol): 382.8
HOMO (eV): -9.90

```
! RIJCOSX wB97M-V def2-TZVPD def2/J DEFGRID3
* xyz 0 1
C 0.10703 1.59379 -0.31021
C 0.53544 0.13063 -0.07189
C 0.04654 -0.33005 1.24007
C -0.51219 -0.74887 2.21953
C 0.04247 -0.86601 -1.04426
C -0.31325 -1.81058 -1.70038
H -0.91243 1.75673 0.04788
H 0.77221 2.25553 0.25362
H 0.15934 1.86538 -1.36748
H 1.63205 0.08599 -0.10562
H -1.03380 -1.15050 3.05850
H -0.62855 -2.66921 -2.25164
*
```

Results of the natural (NBO) charge analysis, in e, for atoms 1 through 4: -0.578, -0.373, 0.018, -0.239


Entry 2:
Entry from the OMol25 dataset: a cluster of 2 separate species, C14H25Cl2I2NO3 in total in a non-equilibrium geometry (ωB97M-V/def2-TZVPD).

Properties
Molar mass (g mol⁻¹): 580.1
E_LUMO (eV): 0.2
Gap between HOMO and LUMO (eV): 9.4
Structure (SMILES): CC[C@@H](I)[C@H]1OC(=O)O[C@@]1(CCCI)CCCCN.ClCCl
Calculated total energy (eV): -63801.958
HOMO (eV): -9.18

```
! RIJCOSX wB97M-V def2-TZVPD def2/J DEFGRID3
* xyz 0 1
C 3.61917 -2.19325 -0.20124
C 2.39233 -3.11950 -0.01042
C 1.30937 -2.99645 -1.10609
I 0.73712 -4.99674 -1.72371
C 0.04702 -2.25198 -0.69814
O -0.63326 -2.70566 0.42904
C -0.20725 -1.96261 1.50590
O -0.31222 -2.24348 2.59003
O 0.37483 -0.84286 1.01197
C 0.09849 -0.74756 -0.37683
C -1.27103 -0.03588 -0.63344
C -1.95554 0.44605 0.64460
C -3.06882 1.45419 0.37728
I -4.38361 1.52795 2.11115
C 1.09862 0.04347 -1.22765
C 1.39632 1.49064 -0.72831
C 2.81425 1.65743 -0.13215
C 2.78439 2.16975 1.32540
N 2.41320 1.05711 2.20531
H 4.53436 -2.75527 -0.03172
H 3.66817 -1.81405 -1.21819
H 3.60648 -1.39777 0.53688
H 2.77713 -4.13005 -0.03560
H 2.01125 -2.97341 0.99773
H 1.72997 -2.51075 -1.97554
H -0.56087 -2.28725 -1.60621
H -1.91705 -0.77479 -1.11092
H -1.16472 0.79457 -1.32337
H -1.28148 0.87014 1.38360
H -2.41697 -0.42018 1.11663
H -2.65868 2.45318 0.31606
H -3.71182 1.20373 -0.45530
H 2.04760 -0.45152 -1.39947
H 0.62763 0.13196 -2.20348
H 0.61802 1.84902 -0.05685
H 1.33930 2.12883 -1.60702
H 3.35700 0.72145 -0.10102
H 3.39104 2.35388 -0.74415
H 1.99884 2.92890 1.36081
H 3.72902 2.62527 1.60716
H 1.46114 1.12538 2.52969
H 3.05299 0.93378 2.97629
C -6.65500 2.69937 -0.72371
Cl -7.94224 3.83802 -1.13606
Cl -5.95201 1.96017 -2.17135
H -5.87599 3.23050 -0.18976
H -7.06651 1.91627 -0.09780
*
```

Results of the natural (NBO) charge analysis, in e, for atoms 1 through 4: -0.614, -0.455, -0.288, 0.088


Entry 3:
Entry from the OMol25 dataset: a cluster of 2 separate species, C22H40F6N4O4PS in total in a non-equilibrium geometry (ωB97M-V/def2-TZVPD).

Properties
Molar mass (g mol⁻¹): 601.6
E_LUMO (eV): -3.7
Gap between HOMO and LUMO (eV): 7.7
Calculated total energy (eV): -74034.859
HOMO (eV): -11.48

```
! RIJCOSX wB97M-V def2-TZVPD def2/J DEFGRID3
* xyz 1 1
C -1.92831 3.20107 -5.79765
C -1.52834 3.92848 -4.52705
O -2.32489 4.34871 -3.79259
O -0.16892 4.01252 -4.30616
C 0.25610 3.17211 -3.25026
C -0.02916 1.69859 -3.52014
N 0.59450 0.74313 -2.56943
C 1.01686 1.31776 -1.40670
N 2.27180 1.75710 -1.41133
N 0.31772 1.44911 -0.28542
C -0.68450 0.35741 -0.00944
C 0.06499 -0.85604 0.59877
C 0.19233 -0.90396 2.12556
C 1.34667 -0.05919 2.70140
S 2.95046 -0.82266 2.30945
C -1.73906 0.98348 0.91829
C -2.16637 2.39785 0.44463
C -3.42925 2.91131 1.12809
F -3.10289 3.90778 1.94991
F -4.05021 2.03113 1.86262
F -4.23981 3.44872 0.24072
C -1.34914 -0.10229 -1.32834
C -2.43624 -1.18485 -1.13098
C -3.85825 -0.83498 -1.62252
C -3.95219 -0.26366 -3.05656
C -4.63627 0.10131 -0.68120
C -0.22564 -0.48504 -2.33639
P -0.81063 -1.26528 -3.93991
N 0.37684 -2.14881 -4.47468
H -2.73678 2.51056 -5.57812
H -2.18596 3.88967 -6.59709
H -1.10019 2.58819 -6.15605
H 1.31719 3.36035 -3.12235
H -0.21638 3.53861 -2.32816
H -1.11120 1.55606 -3.57427
H 0.36487 1.48947 -4.51570
H 2.50551 2.57503 -0.86388
H 2.96698 1.25715 -1.94482
H 1.00700 1.44643 0.46256
H -0.33601 -1.81472 0.27851
H 1.09140 -0.83871 0.21364
H 0.44090 -1.93511 2.37762
H -0.73224 -0.69617 2.66045
H 1.27817 1.00231 2.45590
H 1.24805 -0.11942 3.78242
H 3.55719 -0.08312 1.35611
H -2.59768 0.33768 1.05269
H -1.35228 1.14675 1.92383
H -2.21748 2.49280 -0.63719
H -1.36652 3.05827 0.76536
H -1.83502 0.78034 -1.75649
H -2.52447 -1.41050 -0.06737
H -2.12310 -2.12580 -1.58027
H -4.41356 -1.77381 -1.63922
H -3.91624 -1.10249 -3.75371
H -3.13187 0.39761 -3.34208
H -4.91811 0.20790 -3.21385
H -5.64332 0.20010 -1.07405
H -4.66660 -0.33699 0.31485
H -4.18115 1.08893 -0.70939
H 0.44674 -1.23126 -1.92364
H -1.17515 -0.27538 -4.87877
H -1.93371 -2.08232 -3.73015
H 0.09588 -3.12038 -4.54513
C 6.83695 -2.38122 6.81569
C 5.89585 -3.44449 7.34064
O 4.68684 -3.50597 6.55701
C 4.76967 -4.15747 5.40268
O 5.74378 -4.69080 4.95918
C 3.39696 -4.16900 4.71497
F 2.82287 -2.94727 4.71906
F 2.55346 -5.01030 5.33858
F 3.48563 -4.56328 3.44109
H 6.33217 -1.41517 6.76852
H 7.70980 -2.29347 7.46146
H 7.17716 -2.61811 5.80789
H 5.58381 -3.19842 8.35345
H 6.37197 -4.42384 7.37492
*
```

Results of the Mulliken charge analysis, in e, for atoms 1 through 4: -0.886, 0.677, -0.469, -0.412